(1)
ORCA calculation (wB97M-V/def2-TZVPD) on a structure of composition C41H34ClCoN2O6Sb.

Last column: Mulliken charge in e.
Element x y z (Å)
1 Co -0.938421 -0.239614 -0.283645  0.401
2 O -0.603839 -3.673702 -2.327781  -0.721
3 C -0.907635 -2.582707 -1.866409  0.257
4 O -0.860369 -2.261054 -0.605508  -0.825
5 C -1.411559 -1.459940 -2.762841  0.544
6 C -1.901920 -1.733724 -3.992429  -0.772
7 C -2.405461 -0.624245 -4.773528  -0.252
8 C -2.512210 0.600340 -4.243740  -1.104
9 C -2.147820 0.872350 -2.800450  1.464
10 N -1.375168 -0.228632 -2.184082  0.127
11 H -1.843956 -2.743502 -4.370253  0.449
12 H -2.691031 -0.788750 -5.808870  0.370
13 H -2.880963 1.436055 -4.828248  0.368
14 H -1.526666 1.773017 -2.745794  -0.576
15 O -3.297828 6.935174 0.067826  -0.728
16 C -2.597719 6.408527 0.961046  0.316
17 O -2.377787 6.766453 2.138054  -0.735
18 C -1.896134 5.100107 0.535363  0.224
19 C -1.555981 4.869176 -0.791869  -0.457
20 C -0.953367 3.671699 -1.140018  -0.860
21 N -0.725671 2.679178 -0.275092  0.086
22 C -1.050494 2.908468 1.002448  0.909
23 C -1.605045 4.098041 1.453453  -0.605
24 C -0.796225 1.747349 1.936890  -0.100
25 O -0.325917 1.922603 3.047343  -0.674
26 O -1.082707 0.593591 1.415075  -0.621
27 H -1.776750 5.624213 -1.534403  0.436
28 H -0.645721 3.483474 -2.165950  0.669
29 H -1.806113 4.252026 2.504900  0.578
30 C 2.537654 1.584379 1.226919  -1.245
31 C 3.628980 0.736291 0.615294  0.476
32 C 4.798616 1.343568 0.158007  -0.745
33 C 5.818746 0.603807 -0.423498  -0.682
34 C 5.687963 -0.772302 -0.537239  -0.800
35 C 4.530329 -1.391369 -0.080713  -0.262
36 C 3.492431 -0.658376 0.491642  0.503
37 Sb 1.548024 -1.478706 1.019737  1.157
38 C 1.877643 -3.540561 0.483466  0.544
39 C 2.374872 -3.777932 -0.798496  -0.641
40 C 2.385415 -5.049187 -1.355340  -0.921
41 C 1.868840 -6.109288 -0.634726  -0.670
42 C 1.345673 -5.884908 0.631529  -0.678
43 C 1.324311 -4.614174 1.201449  0.961
44 C 0.651133 -4.431306 2.539544  -1.349
45 C 1.888070 -1.520416 3.156818  0.474
46 C 0.807531 -1.049253 3.904449  -0.434
47 C 0.878723 -0.948488 5.288626  -0.838
48 C 2.046883 -1.312288 5.938205  -0.525
49 C 3.121500 -1.800352 5.203849  -0.647
50 C 3.062633 -1.921522 3.816771  0.737
51 C 4.253034 -2.494033 3.085142  -1.383
52 H 2.869086 2.612399 1.371679  0.464
53 H 2.210007 1.199151 2.196264  0.228
54 H 1.652015 1.612207 0.583304  0.098
55 H 4.902945 2.419231 0.254521  0.382
56 H 6.709389 1.102313 -0.788683  0.348
57 H 6.480885 -1.364085 -0.980002  0.421
58 H 4.455690 -2.468470 -0.148109  0.489
59 H 2.717591 -2.948795 -1.405709  0.584
60 H 2.748918 -5.194049 -2.365340  0.368
61 H 1.818338 -7.098745 -1.074430  0.338
62 H 0.911687 -6.711873 1.183977  0.317
63 H 0.222897 -5.374162 2.882441  0.437
64 H -0.159318 -3.699682 2.463934  0.218
65 H 1.342630 -4.070995 3.301328  0.204
66 H -0.093730 -0.722890 3.398732  0.210
67 H 0.030077 -0.569149 5.845272  0.406
68 H 2.128782 -1.211882 7.014640  0.356
69 H 4.031561 -2.096115 5.717039  0.359
70 H 4.899760 -3.042194 3.773378  0.455
71 H 4.843834 -1.702976 2.619034  0.321
72 H 3.935701 -3.171474 2.288842  0.081
73 Cl -7.579038 4.934943 -4.129147  -0.270
74 C -6.370031 3.848653 -3.478015  0.421
75 C -6.767687 2.693401 -2.831407  -0.778
76 C -5.797982 1.823464 -2.348584  -0.343
77 C -4.437978 2.088869 -2.489560  -0.030
78 C -3.410355 1.132317 -1.932284  -0.507
79 C -4.075362 3.271295 -3.131305  0.307
80 C -5.028586 4.148936 -3.630253  -1.034
81 H -7.821080 2.476835 -2.704153  0.393
82 H -6.105918 0.909029 -1.851818  0.373
83 H -3.872684 0.159873 -1.753433  0.373
84 H -3.064872 1.516255 -0.965099  0.028
85 H -3.026053 3.515822 -3.253017  0.432
86 H -4.729644 5.062990 -4.126962  0.352

Force components x, y, z for each atom (eV/Å):
0.3 -0.4 -0.6
0.0 0.0 0.1
-0.1 0.1 0.1
0.1 0.2 0.0
-0.1 0.2 0.5
-0.1 0.0 -0.3
0.0 -0.1 0.1
0.2 0.0 0.0
0.1 -0.2 0.0
-0.4 0.3 -0.1
0.0 0.0 0.0
0.0 0.0 0.0
0.0 -0.1 0.0
-0.1 -0.1 -0.1
0.2 0.0 0.2
0.0 0.1 0.1
-0.1 -0.1 -0.3
-0.1 0.0 0.1
0.1 -0.1 0.0
0.1 0.0 0.1
-0.1 0.0 -0.1
-0.1 0.0 0.0
0.2 0.0 -0.1
0.1 -0.2 -0.6
-0.2 0.0 0.2
-0.2 0.0 0.9
0.0 0.0 0.0
0.0 0.1 0.1
0.0 0.0 0.0
0.0 -0.1 -0.1
0.0 0.0 0.1
0.0 0.0 0.0
0.0 0.0 0.0
0.0 0.0 0.0
0.0 0.1 0.1
-0.1 0.1 -0.2
0.5 -0.1 0.2
-0.2 0.0 -0.2
0.0 0.0 0.1
0.0 0.0 0.0
0.0 0.0 0.1
0.1 0.0 0.0
0.1 0.0 0.0
0.0 0.0 -0.1
0.0 0.0 0.0
0.1 0.0 0.0
0.0 0.0 0.0
0.0 0.0 -0.1
0.0 0.0 0.0
0.0 0.0 0.0
-0.1 0.1 0.0
0.0 0.0 0.0
0.0 0.0 0.0
0.0 0.0 0.0
0.0 0.0 0.0
0.0 0.0 0.0
0.0 0.0 0.0
0.0 0.0 0.0
0.0 0.0 0.0
0.0 0.0 0.0
0.1 0.0 0.0
0.0 0.0 0.0
0.0 0.0 0.0
0.0 0.0 0.0
0.0 0.0 0.0
0.0 0.1 0.0
0.0 0.0 0.0
0.0 0.0 0.0
0.0 0.0 0.0
0.0 0.0 0.0
0.0 0.0 0.0
0.0 0.0 0.0
0.0 0.0 0.0
0.0 -0.1 0.0
0.0 -0.1 0.0
0.0 0.0 0.0
0.0 0.0 0.0
0.1 0.1 -0.1
0.0 0.1 0.0
0.1 0.0 0.0
0.0 0.0 0.0
0.0 0.1 0.0
-0.1 0.0 0.0
0.0 0.0 0.1
-0.1 0.0 0.0
0.0 0.0 0.0

The charge is -2. For the maximum force, the calculation gives 0.9 eV/A. The electronic energy comes out at -115024.656 eV. The calculation puts the HOMO-LUMO gap (spin up / spin down) at 6.0 / 6.0 eV. As for the spin multiplicity: 4. Its expectation value of S² is 3.76.

---

(2)
ORCA calculation (wB97M-V/def2-TZVPD) on a structure of composition C41H34N6O6PbS.

Last column: Mulliken charge in e.
Element x y z (Å)
1 Pb 0.624520 -0.598314 0.089612  1.525
2 C 1.104625 0.583369 5.054884  -0.581
3 O 2.211093 -0.289886 4.670528  -0.427
4 C 2.117853 -0.422446 3.346360  0.099
5 N 1.249136 0.255791 2.713351  0.336
6 C 0.582856 1.122090 3.707344  -0.565
7 C -0.917138 1.136758 3.558955  -0.029
8 C -1.630995 2.262558 3.958719  -0.280
9 C -3.009900 2.308872 3.813675  -0.735
10 C -3.687506 1.231250 3.257083  -0.619
11 C -2.981627 0.102138 2.867024  -0.815
12 C -1.603113 0.054127 3.023558  0.051
13 C 3.081923 -1.372995 2.724146  0.175
14 C 4.194397 -1.833789 3.418406  -0.951
15 C 5.066932 -2.686971 2.765421  -0.587
16 C 4.791686 -3.071948 1.460690  -0.857
17 C 3.640614 -2.580586 0.869712  0.071
18 N 2.809383 -1.736864 1.476908  0.465
19 C 3.231621 -2.965160 -0.505964  0.014
20 N 2.076659 -2.728819 -0.988399  0.477
21 C 2.120424 -3.112649 -2.404389  -0.042
22 C 3.495727 -3.827130 -2.547656  -0.515
23 O 4.140445 -3.569129 -1.273050  -0.442
24 C 0.972065 -3.986195 -2.791249  -0.262
25 C 0.382772 -4.874838 -1.786091  0.910
26 C -0.555102 -5.903749 -2.272838  -0.821
27 C -1.034691 -5.862673 -3.538326  -0.759
28 C -0.561270 -4.850987 -4.403556  -0.422
29 C 0.447295 -3.948280 -4.052373  -0.612
30 H 1.497098 1.348182 5.717488  0.324
31 H 0.367552 -0.022955 5.578508  0.392
32 H 0.945893 2.140870 3.541586  0.586
33 H -1.104943 3.114218 4.376586  0.452
34 H -3.555797 3.188460 4.128219  0.469
35 H -4.761578 1.270463 3.133689  0.484
36 H -3.510336 -0.740970 2.439043  0.424
37 H -1.053231 -0.830764 2.723532  0.487
38 H 4.367505 -1.517836 4.437081  0.586
39 H 5.953432 -3.050589 3.266738  0.472
40 H 5.446363 -3.737298 0.915835  0.581
41 H 2.066561 -2.199194 -2.999354  0.498
42 H 4.112973 -3.399971 -3.331729  0.369
43 H 3.427660 -4.906417 -2.679007  0.334
44 H 1.120395 -5.265029 -1.081660  0.462
45 H -0.905361 -6.638156 -1.557683  0.581
46 H -1.762662 -6.580377 -3.888107  0.485
47 H -0.988834 -4.783819 -5.398118  0.497
48 H 0.804174 -3.224647 -4.773868  0.551
49 O 1.260885 0.910035 -3.911427  -0.710
50 C 1.266510 0.654196 -2.728547  0.178
51 O 0.799113 -0.415167 -2.168341  -0.383
52 C 1.919274 1.652111 -1.773646  0.515
53 C 2.492601 2.811502 -2.265425  -0.802
54 C 3.101747 3.683670 -1.380509  -0.430
55 C 3.125807 3.369772 -0.027738  -1.008
56 C 2.528163 2.197931 0.390239  -0.237
57 N 1.934246 1.358486 -0.468054  0.408
58 H 2.445273 2.993338 -3.329449  0.576
59 H 3.556309 4.598176 -1.738074  0.459
60 H 3.598983 4.021280 0.693257  0.490
61 H 2.511663 1.909270 1.432630  0.377
62 C -1.535258 -4.049449 1.316835  -0.775
63 O -0.630780 -4.611003 0.322390  -0.290
64 C -0.550258 -3.988353 -0.835280  0.480
65 O -1.097529 -2.991665 -1.187807  -0.521
66 H -0.925118 -3.593807 2.092248  0.237
67 H -2.097659 -4.884423 1.720476  0.350
68 H -2.189660 -3.315321 0.856656  0.388
69 S -5.036109 3.729856 -0.759116  -0.116
70 C -3.582536 2.713695 -0.588638  0.289
71 C -2.528118 3.095880 0.234039  -1.138
72 C -1.435497 2.260524 0.342855  -0.381
73 N -1.352343 1.086272 -0.290540  0.389
74 C -2.362159 0.721230 -1.080635  -0.491
75 C -3.490645 1.502220 -1.260862  -0.744
76 C -4.280136 5.115415 -1.598231  0.220
77 C -4.123499 5.101249 -2.974968  -0.203
78 C -3.514384 6.194760 -3.574951  -0.415
79 N -3.076958 7.259860 -2.904545  -0.543
80 C -3.258717 7.264312 -1.585590  -0.462
81 C -3.852901 6.223914 -0.884688  -0.044
82 H -2.562335 4.029493 0.778252  0.459
83 H -0.597215 2.530633 0.975906  0.430
84 H -2.252783 -0.227786 -1.594684  0.484
85 H -4.285435 1.176317 -1.917222  0.533
86 H -4.469326 4.264073 -3.565802  0.407
87 H -3.372313 6.215680 -4.649132  0.366
88 H -2.914788 8.147244 -1.059029  0.366
89 H -3.993705 6.286837 0.185881  0.457

Force components x, y, z for each atom (eV/Å):
-0.6 0.0 -0.1
0.1 -0.1 0.0
-0.1 0.1 0.0
0.2 -0.2 0.0
0.1 0.1 0.0
0.0 0.0 -0.1
0.0 0.1 0.0
0.0 0.0 0.0
0.0 0.0 0.0
0.0 0.0 0.0
0.0 0.0 0.0
0.0 0.0 0.0
-0.1 0.1 0.0
0.0 0.0 0.0
0.0 0.0 0.0
0.1 -0.1 0.0
-0.1 0.0 -0.1
0.1 0.1 0.0
0.0 0.0 0.2
0.1 -0.1 -0.1
0.0 0.2 0.1
0.0 0.0 0.1
0.0 0.0 -0.1
0.0 0.0 -0.1
-0.1 0.1 0.0
0.0 0.0 0.1
0.1 0.1 -0.1
-0.1 0.0 0.0
0.0 0.0 0.0
0.0 0.0 0.0
0.0 0.0 0.0
0.0 0.0 0.0
0.0 0.0 0.0
0.0 0.0 0.0
0.0 0.0 0.0
0.0 0.0 0.0
0.0 0.0 0.0
0.0 0.0 0.0
0.0 0.0 0.0
0.0 0.0 0.0
0.0 0.0 0.0
0.0 0.0 0.0
0.0 0.0 0.0
0.1 -0.1 -0.1
0.0 0.0 0.0
0.0 0.0 0.0
0.0 0.0 0.0
0.0 0.0 0.0
0.0 0.0 -0.1
0.0 0.0 0.1
0.0 0.0 0.0
0.0 0.0 0.1
0.0 0.0 0.0
0.0 0.0 0.0
0.0 0.0 0.0
0.0 0.0 -0.1
0.1 0.0 0.1
0.0 0.0 0.0
0.0 0.0 0.0
0.0 0.0 0.0
0.0 0.0 0.0
0.1 0.0 0.0
-0.1 0.1 0.0
0.1 -0.2 0.0
0.0 0.0 0.0
0.0 0.0 0.0
0.0 0.0 0.0
0.0 0.0 0.0
0.0 -0.1 -0.1
0.0 0.0 0.0
0.0 0.0 0.0
0.0 0.0 0.0
0.2 0.1 0.0
0.0 0.0 0.0
-0.1 0.0 0.0
0.0 0.0 0.1
0.0 0.0 0.0
0.1 0.1 0.0
-0.1 -0.2 0.1
0.0 0.1 -0.1
0.0 0.0 0.0
0.0 0.0 0.0
0.0 0.0 0.0
0.0 0.0 0.0
0.0 0.0 0.0
0.0 0.0 0.0
0.0 0.0 0.0
0.0 0.0 0.0
0.0 0.0 0.0

The charge is +2. For the maximum force, the calculation gives 0.6 eV/A. The electronic energy comes out at -80364.824 eV. The calculation puts the HOMO-LUMO gap at 5.3 eV.

---

Question: Which of these has the lowest maximum force?
Answer: C41H34N6O6PbS

---

Question: electronic energy of number 2 (C41H34N6O6PbS)?
Answer: -80364.824 eV

---

Question: electronic energy of number 1 (C41H34ClCoN2O6Sb)?
Answer: -115024.656 eV